Entry 1:
This record from OMol25 describes a cluster of 10 separate species, C32H74F6O28S8 in total. The level of theory is ωB97M-V with the def2-TZVPD basis set.

Summary:
Highest occupied orbital energy = -10.6 eV
LUMO energy = 0.11 eV
ΔE to the lowest compared entry with this formula, charge and spin = 0.000 eV
SMILES = CCOC(=O)C(F)(F)F.CCOC(=O)C(F)(F)F.CCOS(C)(=O)=O.CCOS(C)(=O)=O.CCOS(C)(=O)=O.CCOS(C)(=O)=O.CCOS(C)(=O)=O.CCOS(C)(=O)=O.CCOS(C)(=O)=O.CCOS(C)(=O)=O

Cartesian coordinates (Å):
C  1.199  -3.845  -6.135
C  1.229  -2.643  -7.051
O  1.342  -1.444  -6.233
C  0.865  -0.342  -6.731
O  0.216  -0.204  -7.717
C  1.208  0.894  -5.874
F  0.078  1.397  -5.420
F  1.964  0.573  -4.846
F  1.826  1.799  -6.536
H  1.198  -4.752  -6.745
H  0.317  -3.828  -5.496
H  2.088  -3.938  -5.510
H  0.336  -2.614  -7.672
H  2.112  -2.642  -7.696
C  2.728  1.791  2.268
C  1.867  2.980  2.643
O  1.304  3.593  1.451
C  2.027  4.547  0.913
O  3.095  4.876  1.266
C  1.287  5.288  -0.207
F  2.118  5.469  -1.210
F  0.204  4.617  -0.648
F  0.882  6.475  0.231
H  3.600  2.044  1.661
H  2.142  1.047  1.728
H  3.138  1.288  3.149
H  2.353  3.719  3.270
H  1.015  2.578  3.193
C  -2.428  -0.931  -3.990
C  -3.033  -1.753  -2.870
O  -2.354  -3.049  -2.986
S  -2.809  -4.221  -2.011
C  -2.006  -3.779  -0.510
O  -4.223  -4.150  -1.829
O  -2.225  -5.423  -2.511
H  -2.837  -1.312  -4.926
H  -1.346  -0.975  -4.057
H  -2.767  0.098  -3.837
H  -2.937  -1.393  -1.847
H  -4.106  -1.880  -3.045
H  -2.338  -2.772  -0.249
H  -0.920  -3.791  -0.501
H  -2.346  -4.470  0.259
C  3.624  -1.499  4.659
C  3.663  -2.051  3.254
O  4.665  -1.311  2.512
S  4.549  -1.605  0.940
C  6.151  -0.963  0.458
O  4.509  -3.023  0.757
O  3.555  -0.742  0.379
H  3.709  -0.421  4.575
H  4.472  -1.913  5.209
H  2.732  -1.823  5.180
H  3.921  -3.109  3.225
H  2.700  -1.938  2.744
H  6.132  0.114  0.568
H  6.292  -1.228  -0.583
H  6.828  -1.478  1.131
C  -4.935  -3.171  5.874
C  -4.847  -2.952  4.379
O  -3.524  -2.400  4.082
S  -3.345  -1.586  2.694
C  -3.865  0.012  3.368
O  -1.950  -1.562  2.396
O  -4.269  -2.121  1.750
H  -5.203  -2.240  6.372
H  -3.993  -3.545  6.269
H  -5.710  -3.906  6.086
H  -4.938  -3.897  3.833
H  -5.616  -2.267  4.002
H  -2.976  0.478  3.773
H  -4.618  -0.210  4.117
H  -4.344  0.551  2.553
C  -2.639  6.871  -0.514
C  -1.864  5.578  -0.437
O  -2.747  4.501  -0.011
S  -2.638  3.993  1.497
C  -1.407  2.719  1.328
O  -2.114  5.024  2.338
O  -3.915  3.425  1.770
H  -2.943  7.224  0.467
H  -3.438  6.877  -1.247
H  -1.923  7.627  -0.880
H  -1.513  5.308  -1.433
H  -1.011  5.671  0.233
H  -0.597  3.133  0.737
H  -1.866  1.867  0.833
H  -1.108  2.434  2.334
C  -0.924  -7.760  0.903
C  0.556  -7.630  1.182
O  0.794  -6.557  2.125
S  1.761  -5.365  1.656
C  3.253  -6.283  1.302
O  1.147  -4.738  0.530
O  1.985  -4.599  2.842
H  -1.195  -7.034  0.137
H  -1.608  -7.667  1.738
H  -1.079  -8.721  0.397
H  1.032  -8.520  1.586
H  1.029  -7.370  0.233
H  3.104  -6.745  0.329
H  3.366  -7.036  2.069
H  4.045  -5.542  1.252
C  0.473  2.246  -2.449
C  1.508  1.560  -1.589
O  0.891  0.909  -0.452
S  0.038  -0.414  -0.782
C  0.591  -1.297  0.648
O  -1.357  -0.129  -0.644
O  0.517  -1.004  -1.993
H  -0.123  1.481  -2.948
H  0.995  2.804  -3.231
H  -0.208  2.915  -1.926
H  1.977  0.747  -2.148
H  2.255  2.234  -1.185
H  1.674  -1.339  0.668
H  0.145  -2.274  0.509
H  0.196  -0.747  1.496
C  2.214  5.065  -4.764
C  0.925  5.418  -5.497
O  1.152  6.706  -6.092
S  -0.130  7.561  -6.551
C  -0.515  6.734  -8.063
O  -1.170  7.347  -5.599
O  0.383  8.853  -6.829
H  3.061  5.417  -5.344
H  2.299  4.002  -4.552
H  2.165  5.601  -3.816
H  0.672  4.716  -6.305
H  0.071  5.368  -4.816
H  -0.537  5.660  -7.926
H  0.248  7.037  -8.778
H  -1.462  7.098  -8.458
C  -2.191  -0.761  7.495
C  -1.273  0.382  7.133
O  -1.232  0.530  5.693
S  0.118  0.127  4.929
C  -0.083  -1.673  4.964
O  -0.083  0.529  3.575
O  1.278  0.524  5.651
H  -2.351  -0.796  8.579
H  -1.750  -1.730  7.257
H  -3.172  -0.701  7.034
H  -1.658  1.304  7.562
H  -0.260  0.224  7.504
H  -1.074  -1.991  4.669
H  0.117  -1.897  6.014
H  0.693  -2.150  4.372

Löwdin population analysis, charges in e, atoms 1 to 5:
1. C -0.06
2. C -0.18
3. O 0.05
4. C -0.43
5. O 0.17

Entry 2:
This record from OMol25 describes a cluster of 8 separate species, C32H76N7O10P2S in total. The level of theory is ωB97M-V with the def2-TZVPD basis set.

Summary:
Charge = +1
Highest occupied orbital energy = -9.8 eV
LUMO energy = -2.23 eV

Cartesian coordinates (Å):
C  1.850  -0.865  0.040
O  3.064  -0.686  -0.661
C  2.999  0.210  -1.751
C  2.972  1.676  -1.323
C  2.029  2.538  -2.148
C  1.964  3.971  -1.620
C  0.722  4.795  -2.017
C  -0.138  4.197  -3.119
C  -1.499  4.886  -3.292
C  -2.671  3.911  -3.245
P  -2.645  2.680  -1.919
C  -4.306  2.374  -1.391
C  -1.688  3.150  -0.500
P  -1.896  0.730  -2.588
O  -3.126  0.368  -3.512
O  -0.696  0.970  -3.582
S  -1.498  -0.314  -1.062
H  1.837  -0.312  0.982
H  0.993  -0.544  -0.560
H  1.736  -1.925  0.261
H  2.117  -0.014  -2.368
H  3.873  -0.009  -2.363
H  3.974  2.095  -1.317
H  2.626  1.704  -0.287
H  1.042  2.066  -2.122
H  2.379  2.555  -3.185
H  2.006  3.918  -0.532
H  2.864  4.502  -1.927
H  1.027  5.782  -2.368
H  0.114  4.981  -1.128
H  0.429  4.255  -4.051
H  -0.294  3.132  -2.934
H  -1.545  5.375  -4.264
H  -1.631  5.670  -2.548
H  -3.620  4.437  -3.118
H  -2.755  3.362  -4.187
H  -4.958  2.323  -2.260
H  -4.322  1.424  -0.858
H  -4.572  3.175  -0.701
H  -1.956  4.176  -0.249
H  -0.621  3.082  -0.697
H  -1.956  2.469  0.304
H  -3.009  -0.510  -3.914
H  -0.773  1.738  -4.167
C  8.054  2.095  0.528
C  6.643  1.574  0.371
O  5.704  2.322  0.127
N  6.447  0.243  0.501
C  7.434  -0.788  0.776
H  8.030  3.171  0.390
H  8.449  1.868  1.519
H  8.720  1.650  -0.212
H  5.485  -0.042  0.379
H  7.473  -1.522  -0.025
H  7.198  -1.299  1.711
H  8.422  -0.349  0.863
C  12.021  -2.603  0.031
C  10.594  -3.097  0.117
O  9.690  -2.556  -0.499
N  10.352  -4.174  0.908
C  11.295  -4.934  1.703
H  12.035  -1.748  -0.638
H  12.394  -2.300  1.010
H  12.683  -3.375  -0.362
H  9.385  -4.460  0.918
H  11.328  -5.977  1.385
H  11.031  -4.906  2.761
H  12.290  -4.517  1.593
C  -7.423  2.693  1.580
C  -5.950  2.650  1.896
O  -5.133  3.369  1.313
N  -5.555  1.793  2.854
C  -6.367  0.848  3.614
H  -7.594  3.431  0.801
H  -7.787  1.715  1.263
H  -7.993  2.977  2.465
H  -4.564  1.818  3.039
H  -6.321  1.058  4.681
H  -6.001  -0.166  3.453
H  -7.398  0.889  3.279
C  0.942  -3.946  2.388
C  0.501  -2.973  1.317
O  -0.298  -2.079  1.562
N  1.032  -3.129  0.080
C  2.001  -4.119  -0.360
H  0.430  -3.682  3.308
H  0.691  -4.971  2.117
H  2.019  -3.893  2.549
H  0.698  -2.458  -0.594
H  2.913  -3.633  -0.712
H  1.611  -4.741  -1.162
H  2.266  -4.772  0.465
C  1.049  -7.742  -3.801
C  2.177  -6.805  -3.431
O  2.574  -6.699  -2.283
N  2.745  -6.082  -4.434
C  2.416  -6.090  -5.843
H  0.719  -8.236  -2.893
H  0.211  -7.199  -4.240
H  1.380  -8.494  -4.518
H  3.501  -5.490  -4.125
H  3.267  -6.410  -6.447
H  2.109  -5.100  -6.184
H  1.598  -6.779  -6.027
C  -11.339  -0.879  0.186
C  -10.042  -0.103  0.181
O  -9.290  -0.114  1.142
N  -9.746  0.612  -0.938
C  -10.528  0.736  -2.151
H  -11.418  -1.385  1.143
H  -12.196  -0.217  0.060
H  -11.359  -1.620  -0.614
H  -8.872  1.110  -0.886
H  -9.975  0.369  -3.018
H  -10.809  1.774  -2.336
H  -11.438  0.153  -2.064
C  -4.463  2.157  8.834
C  -4.586  1.909  7.347
O  -5.251  0.986  6.907
N  -3.926  2.763  6.517
C  -3.102  3.900  6.870
H  -5.044  1.397  9.345
H  -3.424  2.095  9.161
H  -4.846  3.142  9.103
H  -4.051  2.554  5.540
H  -3.507  4.825  6.455
H  -2.081  3.777  6.505
H  -3.063  4.005  7.949

Löwdin population analysis, charges in e, atoms 1 to 5:
1. C -0.14
2. O -0.18
3. C -0.22
4. C -0.17
5. C -0.22

Entry 3:
This record from OMol25 describes a structure of composition C32H77N3O17. The level of theory is ωB97M-V with the def2-TZVPD basis set.

Summary:
Highest occupied orbital energy = -6.0 eV
LUMO energy = 0.57 eV

Cartesian coordinates (Å):
C  -19.901  0.541  -9.207
C  -19.122  -0.232  -10.153
O  -19.803  -1.394  -10.540
C  -19.460  -1.960  -11.724
O  -18.494  -1.662  -12.395
O  -20.430  -2.876  -12.041
C  -20.253  -3.892  -13.002
H  -19.251  1.260  -8.710
H  -20.412  -0.166  -8.554
H  -20.749  1.052  -9.663
H  -18.076  -0.435  -9.925
H  -19.027  0.477  -10.975
H  -20.601  -3.555  -13.979
H  -20.789  -4.776  -12.655
H  -19.198  -4.147  -13.104
C  -26.784  5.994  -12.500
C  -27.253  4.731  -11.696
O  -26.822  3.560  -12.393
C  -27.505  3.000  -13.334
O  -28.597  3.389  -13.762
O  -26.842  1.865  -13.645
C  -27.404  0.983  -14.580
H  -27.288  6.040  -13.465
H  -25.743  5.905  -12.810
H  -27.066  6.960  -12.081
H  -28.286  4.861  -11.375
H  -26.744  4.680  -10.734
H  -26.665  0.191  -14.700
H  -27.366  1.493  -15.542
H  -28.417  0.600  -14.460
C  -19.467  -0.866  -14.432
C  -20.491  -0.355  -13.511
O  -21.735  -0.626  -14.156
C  -22.739  -1.266  -13.603
O  -22.705  -2.003  -12.579
O  -23.879  -0.827  -14.180
C  -25.092  -1.183  -13.641
H  -19.611  -0.704  -15.501
H  -19.345  -1.938  -14.276
H  -18.554  -0.333  -14.167
H  -20.431  0.717  -13.320
H  -20.378  -0.884  -12.564
H  -25.936  -0.808  -14.220
H  -25.180  -0.900  -12.592
H  -25.277  -2.257  -13.610
C  -27.764  -0.752  -12.295
O  -26.496  -0.201  -12.391
C  -26.280  1.023  -11.707
C  -24.745  1.437  -12.060
N  -23.761  0.591  -11.443
C  -22.408  0.757  -12.071
C  -21.603  2.034  -11.721
O  -20.275  1.943  -12.177
C  -19.308  2.718  -11.449
H  -27.717  -1.732  -12.770
H  -28.567  -0.141  -12.708
H  -27.999  -0.939  -11.248
H  -26.326  1.042  -10.618
H  -26.886  1.848  -12.081
H  -24.570  2.448  -11.695
H  -24.555  1.522  -13.130
H  -24.086  -0.361  -11.347
H  -22.659  0.824  -13.130
H  -21.822  -0.161  -12.042
H  -21.630  2.283  -10.660
H  -22.094  2.882  -12.198
H  -19.422  3.802  -11.439
H  -18.418  2.587  -12.064
H  -18.914  2.284  -10.530
C  -24.231  -3.330  -15.953
O  -24.994  -2.187  -15.597
C  -26.210  -2.464  -14.936
C  -27.082  -1.234  -14.924
N  -28.440  -1.489  -14.498
C  -29.337  -0.449  -14.980
C  -30.803  -0.864  -14.884
O  -31.534  0.287  -15.408
C  -31.885  1.372  -14.552
H  -23.762  -3.108  -16.912
H  -24.799  -4.257  -15.872
H  -23.401  -3.393  -15.250
H  -26.071  -2.855  -13.928
H  -26.666  -3.270  -15.511
H  -26.923  -0.772  -15.898
H  -26.531  -0.515  -14.318
H  -28.632  -2.469  -14.649
H  -28.980  -0.122  -15.956
H  -29.288  0.344  -14.233
H  -31.121  -1.192  -13.894
H  -31.096  -1.666  -15.562
H  -30.975  1.921  -14.312
H  -32.332  0.894  -13.680
H  -32.643  2.013  -15.003
C  -17.621  7.417  -8.937
O  -17.844  6.004  -8.853
C  -18.929  5.721  -9.749
C  -19.221  4.203  -9.596
N  -18.360  3.379  -10.405
C  -18.267  2.028  -9.866
C  -17.342  1.917  -8.697
O  -16.047  2.384  -9.087
C  -15.029  1.571  -8.502
H  -17.201  7.737  -9.891
H  -16.789  7.688  -8.287
H  -18.492  8.037  -8.721
H  -18.728  5.966  -10.792
H  -19.788  6.187  -9.268
H  -20.293  4.062  -9.740
H  -19.212  3.869  -8.558
H  -17.468  3.835  -10.537
H  -17.888  1.315  -10.598
H  -19.283  1.679  -9.679
H  -17.348  0.862  -8.423
H  -17.691  2.523  -7.861
H  -14.145  1.769  -9.108
H  -15.224  0.500  -8.445
H  -14.938  1.798  -7.440
C  -25.995  -1.504  -9.647
O  -27.001  -1.991  -8.740
H  -25.983  -0.414  -9.630
H  -25.015  -1.925  -9.418
H  -26.244  -1.835  -10.655
H  -26.820  -2.925  -8.611
C  -22.777  2.434  -14.608
O  -23.799  3.417  -14.501
H  -21.871  2.758  -14.096
H  -23.122  1.456  -14.272
H  -22.434  2.404  -15.642
H  -23.349  4.178  -14.127

Löwdin population analysis, charges in e, atoms 1 to 5:
1. C -0.07
2. C -0.22
3. O 0.08
4. C -0.57
5. O 0.08

The evaluated E for the records listed, in turn: -7155.012536, -3481.355033, -2706.984096 Eh.
The evaluated gap between HOMO and LUMO for the records listed, in turn: 10.7, 7.6, 6.6 eV.